Entry 1:
Molecular formula: C55H53BrCsN5O4P2
Method: DFT, ωB97M-V/def2-TZVPD

The calculation puts the orbital gap at 5.488 eV.

Structure (ORCA input):
```
! RIJCOSX wB97M-V def2-TZVPD def2/J DEFGRID3
* xyz -2 1
Cs 1.2354 -1.0268 0.1976
C 2.1857 3.5742 2.2460
C 0.7155 3.4268 1.9735
C -0.0031 4.6629 1.9030
C -1.2658 4.8743 2.2856
C -2.3519 2.7283 1.7769
C -1.1541 1.8446 1.3916
C -1.5328 0.3822 1.4604
C 0.1984 2.1482 1.8456
N 1.0510 1.0728 1.9663
C 1.6174 0.8302 3.1336
O 1.3393 1.3532 4.2270
C 2.7367 -0.1761 3.1168
C 3.7322 -0.0006 4.0752
C 4.7799 -0.9002 4.1118
C 4.7831 -1.9457 3.2129
C 3.7472 -2.0510 2.2853
N 2.7593 -1.1668 2.2368
C 3.8137 -3.2337 1.3453
O 4.6633 -4.1113 1.6087
N 2.9853 -3.2177 0.3295
C 3.0285 -4.2416 -0.5981
C 3.9075 -4.1779 -1.6964
C 4.7972 -2.9807 -1.8452
C 3.9325 -5.1975 -2.6304
C 3.0998 -6.2967 -2.5070
C 2.2043 -6.3488 -1.4524
C 2.1565 -5.3418 -0.5041
C 1.1645 -5.4001 0.6178
H 2.5547 4.5448 1.9131
H 2.3625 3.4824 3.3186
H 2.7496 2.7787 1.7585
H 0.5822 5.5220 1.5896
H -1.6939 5.8674 2.2410
H -3.1838 2.0911 2.1099
H -1.7325 0.1245 2.5008
H -2.4387 0.1918 0.8813
H -0.7318 -0.2626 1.1138
H 3.6617 0.8223 4.7714
H 5.5800 -0.7898 4.8361
H 5.5650 -2.6882 3.2010
H 5.3316 -2.8058 -0.9127
H 5.5133 -3.1201 -2.6553
H 4.1858 -2.1011 -2.0597
H 4.6239 -5.1332 -3.4655
H 3.1474 -7.1043 -3.2281
H 1.5326 -7.1980 -1.3611
H 0.7499 -6.4034 0.7097
H 1.6364 -5.1109 1.5543
H 0.3537 -4.6984 0.4202
C -2.1117 3.0519 -2.3003
C -1.1969 2.4971 -3.3580
P -0.5408 0.8138 -2.7956
C -2.0206 -0.1621 -3.2510
C -3.0788 -0.1373 -2.3476
C -4.2115 -0.9042 -2.5644
C -4.2936 -1.7177 -3.6804
C -3.2330 -1.7664 -4.5711
C -2.1054 -0.9978 -4.3606
C 0.5705 0.7092 -4.2612
C 0.1298 0.8822 -5.5704
C 1.0260 0.8669 -6.6235
C 2.3792 0.7029 -6.3896
C 2.8311 0.5608 -5.0884
C 1.9347 0.5681 -4.0368
P -1.4436 2.6002 -0.5777
C 0.1677 3.4573 -0.8697
C 0.1846 4.8339 -1.0604
C 1.3547 5.4725 -1.4283
C 2.5139 4.7403 -1.6260
C 2.5106 3.3722 -1.4070
C 1.3450 2.7358 -1.0207
C -2.6209 3.3899 0.4493
C -3.5211 4.4232 0.1962
C -4.3454 5.0508 1.0934
C -4.3464 4.9351 2.5156
C -3.4293 4.3679 3.3220
C -2.1254 3.7861 2.8658
H -3.1106 2.6123 -2.3704
H -2.2112 4.1380 -2.3821
H -0.3191 3.1431 -3.4816
H -1.7111 2.4213 -4.3207
H -2.9925 0.4684 -1.4512
H -5.0254 -0.8762 -1.8522
H -5.1711 -2.3293 -3.8435
H -3.2756 -2.4269 -5.4266
H -1.2639 -1.0951 -5.0278
H -0.9222 1.0140 -5.7823
H 0.6648 0.9863 -7.6370
H 3.0760 0.6891 -7.2176
H 3.8874 0.4359 -4.8951
H 2.2872 0.4285 -3.0235
H -0.7266 5.3971 -0.8987
H 1.3658 6.5479 -1.5590
H 3.4219 5.2414 -1.9382
H 3.4228 2.8023 -1.5378
H 1.3470 1.6757 -0.8099
H -3.6401 4.7123 -0.8456
H -5.0832 5.7360 0.6847
H -5.1914 5.4154 3.0063
H -3.6018 4.3910 4.3920
H -1.5912 3.3200 3.7049
O -2.1646 -3.2782 -0.8359
H -2.5078 -2.4266 -1.1195
H -1.3363 -3.3619 -1.3323
Br 0.4073 -2.0225 -2.6058
N -4.6342 -4.7112 5.1398
C -4.0835 -3.4853 5.3652
O -4.5342 -2.7486 6.2222
C -2.9238 -3.1414 4.5019
C -2.0270 -2.1564 4.9178
C -0.9506 -1.8422 4.1008
N -0.7370 -2.4329 2.9367
C -1.5909 -3.3528 2.5273
C -2.6956 -3.7460 3.2652
H -5.4398 -4.9784 5.6775
H -4.2348 -5.3650 4.4932
H -2.1860 -1.6574 5.8611
H -0.2331 -1.0840 4.3819
H -1.3937 -3.7952 1.5597
H -3.3693 -4.4842 2.8563
*
```



Entry 2:
Molecular formula: C6H6S3Sb2Se4Tc
Method: DFT, ωB97M-V/def2-TZVPD

The calculation puts the orbital gap (spin up / spin down) at 6.265 / 5.256 eV.

Structure (ORCA input):
```
! RIJCOSX wB97M-V def2-TZVPD def2/J DEFGRID3
* xyz 2 2
Tc -0.2071 0.2075 -0.2310
C -1.0586 -1.3792 -1.9863
C 0.3427 -1.3938 -2.0049
C 1.0650 -1.7414 -0.8480
C 0.3812 -2.0981 0.3220
C -1.0174 -2.0724 0.3493
C -1.7317 -1.7049 -0.8038
H -1.6161 -1.1329 -2.8796
H 0.8718 -1.1533 -2.9177
H 2.1460 -1.7775 -0.8730
H 0.9389 -2.4033 1.1986
H -1.5480 -2.3411 1.2522
H -2.8130 -1.6858 -0.7809
S 0.3583 2.9221 2.2835
Sb -1.9872 1.9719 2.7067
S -2.1830 1.1467 0.4669
S -0.6058 0.1055 3.4589
Se 1.0818 5.7026 -0.4627
Sb 2.0314 3.5670 0.1849
Se 0.7505 1.8990 -1.3911
Se 0.8411 0.7686 1.9019
Se 3.9593 2.5929 1.0541
*
```



Entry 3:
Molecular formula: C8H8N2O2S
Method: DFT, ωB97M-V/def2-TZVPD

The calculation puts the orbital gap (spin up / spin down) at 7.176 / 6.930 eV.

Structure (ORCA input):
```
! RIJCOSX wB97M-V def2-TZVPD def2/J DEFGRID3
* xyz 0 1
C -3.1634 -0.3632 1.2655
C -3.7262 0.6213 0.4588
C -1.5902 -0.5148 -0.3300
C 1.3913 -2.1054 0.0297
C 1.7818 1.6767 0.4767
C 1.9319 1.2974 -1.0699
C -0.4260 -0.8849 -0.9576
C 1.5989 0.2580 -0.1396
N -2.0447 -0.9742 0.8191
N 2.0789 -0.9579 0.2678
O 1.8618 -3.1769 0.3495
O 0.1360 -2.0487 -0.5398
S -2.5555 0.8954 -0.9270
H -3.4917 -0.7387 2.2332
H -4.2339 1.4809 0.8584
H 2.6875 1.8661 0.9247
H 0.9945 2.3012 0.6619
H 1.4117 1.7214 -1.9455
H 2.9006 1.2788 -1.6078
H -0.1524 -0.4907 -1.9678
H 2.6094 -1.1417 1.1399
*
```



Entry 4:
Molecular formula: C3H4N2S2
Method: DFT, ωB97M-V/def2-TZVPD

The SMILES is N#CCS/C=N\S. The calculation puts the orbital gap at 9.277 eV.

Structure (ORCA input):
```
! RIJCOSX wB97M-V def2-TZVPD def2/J DEFGRID3
* xyz 0 1
N 2.9568 -1.7116 1.2244
C 1.7399 -1.7941 1.4093
C 0.2122 -1.4719 1.4576
S -0.2740 -0.8311 -0.0892
C -0.0947 0.8592 0.4355
N -0.7197 1.8223 -0.1716
S -1.2758 1.7756 -1.8704
H -0.0127 -0.5608 2.3602
H -0.2702 -2.4768 1.5641
H 0.3592 1.1163 1.6352
H -2.0839 0.4756 -1.3895
*
```



Entry 5:
Molecular formula: C24H48GdN6O5S3
Method: DFT, ωB97M-V/def2-TZVPD

The calculation puts the orbital gap (spin up / spin down) at 6.672 / 9.058 eV.

Structure (ORCA input):
```
! RIJCOSX wB97M-V def2-TZVPD def2/J DEFGRID3
* xyz 1 8
Gd 0.0759 1.1127 -1.9050
C -1.4959 -0.1293 4.2665
C -0.4438 -0.1936 3.1536
C 0.7883 0.6276 3.5429
C 2.1587 0.2072 2.9806
C 2.6505 -1.0492 3.6845
C 3.1273 1.3709 3.1598
N 2.0515 -0.0783 1.4924
C 3.3201 -0.5425 0.8251
C 3.1751 -1.9990 0.4397
N 2.1245 -2.1303 -0.5650
C 2.6482 -1.7600 -1.8899
C 1.9116 -0.5200 -2.3471
O 0.8542 -0.6433 -3.0285
O 2.2605 0.6227 -1.9098
C 1.3604 -3.4090 -0.5271
C 0.8685 -3.7224 0.8854
C 0.1902 -3.4565 -1.5308
C -1.1819 -2.7812 -1.2468
C -1.9593 -2.8451 -2.5666
C -2.0114 -3.5523 -0.2123
N -0.9489 -1.3517 -0.8202
C -2.0919 -0.6478 -0.2049
C -2.0101 -0.6165 1.3214
N -0.9268 0.2195 1.8286
C -1.1955 1.6496 1.7229
C -0.1058 2.4416 1.0050
O 0.0608 3.6175 1.2329
O 0.6112 1.7278 0.1466
H -1.0907 -0.5464 5.1928
H -2.3869 -0.7042 4.0056
H -1.8004 0.9022 4.4700
H -0.1511 -1.2468 3.0472
H 0.8899 0.5887 4.6281
H 0.6170 1.6810 3.3000
H 2.7697 -0.8312 4.7465
H 3.6210 -1.3859 3.3098
H 1.9341 -1.8743 3.5878
H 3.1590 1.6454 4.2156
H 2.7920 2.2460 2.5935
H 4.1456 1.1218 2.8529
H 1.6698 0.7417 1.0020
H 1.3093 -0.7630 1.3031
H 4.1584 -0.4009 1.4982
H 3.4710 0.0825 -0.0485
H 2.8983 -2.5515 1.3307
H 4.1434 -2.3935 0.1093
H 2.5094 -2.5577 -2.6173
H 3.7126 -1.5367 -1.8320
H 2.0339 -4.2262 -0.8270
H 0.3284 -2.8603 1.2953
H 1.6644 -4.0115 1.5700
H 0.1811 -4.5680 0.8464
H -0.0148 -4.5178 -1.6958
H 0.5274 -3.0727 -2.4943
H -2.1528 -3.8889 -2.8381
H -1.4031 -2.3738 -3.3783
H -2.9235 -2.3371 -2.4775
H -1.9086 -4.6226 -0.4081
H -3.0734 -3.3129 -0.3086
H -1.7176 -3.3761 0.8213
H -0.7327 -0.9129 -1.7060
H -3.0500 -1.0909 -0.4830
H -2.1368 0.3847 -0.5726
H -1.8439 -1.6325 1.6797
H -2.9897 -0.2977 1.7085
H -1.3726 2.1232 2.6879
H -2.0977 1.8173 1.1346
C -1.2026 1.6297 -7.1446
O -1.8216 1.1023 -5.9475
C -1.2993 1.2742 -4.7484
S 0.1177 2.1850 -4.5066
S -2.1811 0.5537 -3.4881
H -0.8791 0.7841 -7.7430
H -0.3603 2.2714 -6.9137
H -1.9668 2.1859 -7.6747
C -3.4407 5.1981 0.3140
N -2.1741 5.5450 -0.3204
C -1.4372 4.7303 -1.0761
N -0.2919 5.2399 -1.5465
S -1.9568 3.1545 -1.4895
H -3.9950 6.1152 0.4977
H -3.2806 4.6779 1.2587
H -4.0187 4.5604 -0.3442
H -1.7779 6.4364 -0.0798
H 0.0758 6.1077 -1.1984
H 0.3351 4.6389 -2.0323
*
```



Energy above the lowest of the compared OMol25 structures with the same formula, charge and spin for every record listed, in sequence, given in kcal/mol: 118.61 8.02 104.08 111.35 30.35.
DFT total energy for every record listed, in sequence, given in eV: -162704.941 -315468.936 -26331.097 -27821.961 -98184.357.